{
  "formula": "C6H27NO8",
  "method": "ωB97M-V/def2-TZVPD",
  "mol_weight_g_mol": 241.28,
  "charge": 0,
  "e_above_lowest_kcal_mol": 105.0,
  "energy_ev": -24527.2526,
  "smiles": "NCCCCCC=O.O.O.O.O.O.O.O",
  "species": ["O", "O", "O", "O", "O", "O", "O", "O", "N", "C", "C", "C", "C", "C", "C", "H", "H", "H", "H", "H", "H", "H", "H", "H", "H", "H", "H", "H", "H", "H", "H", "H", "H", "H", "H", "H", "H", "H", "H", "H", "H", "H"],
  "xyz": [[2.502, 0.517, 3.346], [3.737, 0.604, -0.242], [0.432, -1.510, 2.032], [-1.797, -2.391, 2.477], [-2.171, -1.963, -1.583], [-0.888, -1.248, -3.662], [-0.460, -3.366, 0.050], [2.753, 0.639, -2.737], [-0.004, 2.566, 2.021], [-0.145, -0.353, -3.239], [-0.524, 1.292, 1.469], [-1.606, 1.451, -1.011], [-0.124, 1.504, -1.599], [-1.804, 1.410, 0.509], [0.088, -0.027, -1.798], [1.867, 0.378, 3.986], [-0.591, 2.790, 2.734], [0.952, 2.611, 2.421], [-3.149, -2.078, -1.368], [3.583, 0.271, -2.609], [-2.380, 2.320, 0.813], [0.351, 0.723, 1.011], [-0.954, -2.733, -0.511], [0.203, -2.473, 2.307], [2.950, 1.190, -0.037], [-2.147, -1.590, -2.468], [-2.504, 0.585, 0.676], [1.151, -0.300, -1.568], [0.566, 2.134, -0.967], [-0.240, -0.941, 2.524], [0.496, -3.424, -0.237], [2.583, 1.340, -2.063], [0.445, 0.150, -4.024], [-0.272, 1.936, -2.614], [-2.565, -2.069, 2.266], [-0.747, 0.555, 2.284], [-2.244, 2.274, -1.370], [-0.546, -0.585, -1.200], [4.092, 0.405, 0.674], [-1.555, -2.892, 1.729], [-2.163, 0.602, -1.488], [2.825, -0.306, 3.065]],
  "forces_ev_per_angstrom": [[1.751, 2.585, -1.602], [-0.656, 0.702, 2.236], [-0.274, -1.028, 1.700], [4.770, -2.190, 3.324], [-3.062, -0.508, 1.446], [0.704, 1.559, 0.553], [1.259, -0.476, -0.218], [-3.009, 2.001, -0.489], [1.486, -0.719, -2.300], [-0.339, -1.949, -1.108], [1.184, -1.469, -0.326], [-0.513, 1.081, -1.004], [-2.591, -0.421, 0.097], [0.614, 0.463, 1.186], [3.160, 1.281, -0.839], [-2.069, -0.714, 1.997], [-1.988, 1.266, 2.408], [-0.874, -0.873, -0.737], [2.007, 0.131, -0.362], [2.460, -0.741, 0.852], [0.641, -0.581, -0.063], [-1.189, 0.900, -0.032], [0.570, -0.332, -0.185], [0.628, 2.894, -0.727], [1.332, -1.080, -0.152], [0.541, -0.085, -0.624], [0.349, -0.097, 0.501], [-0.889, -0.039, -0.405], [-0.609, -0.972, -0.694], [1.388, -1.785, -1.011], [-1.960, 0.447, 0.355], [0.732, -1.070, -0.989], [0.102, 0.437, 0.467], [0.635, 0.196, 0.706], [-6.972, 2.925, -1.478], [-0.490, 1.027, -0.377], [0.640, 0.286, 0.015], [-0.954, -0.936, 1.155], [-0.578, 0.375, -1.583], [0.913, -1.130, -1.720], [0.886, 0.454, 0.510], [0.264, -1.814, -0.478]],
  "mulliken_charge": [-0.5563, -0.6368, -0.5816, -0.6382, -0.7057, -0.6100, -0.6986, -0.5646, -0.6845, -0.2569, -0.4807, -0.7265, -0.8272, -0.5204, 0.0962, 0.2659, 0.2089, 0.2528, 0.2509, 0.2611, 0.4496, 0.3561, 0.3662, 0.3402, 0.2994, 0.3337, 0.1582, 0.6484, 0.4116, 0.3984, 0.3073, 0.2939, 0.4225, 0.3824, 0.2441, 0.2679, 0.4276, -0.0708, 0.3019, 0.3152, 0.2164, 0.2818]
}